No. 1
A structure of composition C3H10N2, computed with the ωB97M-V functional and the def2-TZVPD basis.

Values from the calculation:
Relative energy (zero: lowest compared OMol25 entry of this formula, charge and spin) (kcal/mol): 160.0
Kohn-Sham gap (eV): 5.614
HOMO (Ha): -0.26192
E_tot (eV): -6246.4913

```
! RIJCOSX wB97M-V def2-TZVPD def2/J DEFGRID3
* xyz 0 1
N 1.78 -0.51 0.21
N 0.04 1.64 -0.30
C 0.46 -0.98 0.45
C -1.12 0.81 -0.41
C -0.55 -0.68 -0.65
H -0.07 0.18 1.95
H 0.12 -0.70 -1.52
H -1.31 -1.45 -0.81
H 0.45 -2.00 0.80
H -0.12 2.48 0.25
H -1.67 0.70 0.55
H 2.26 -0.96 -0.54
H 0.05 -0.09 1.18
H -1.82 1.02 -1.22
H 1.49 0.53 0.07
*
```

Atom charges from the Löwdin analysis, given in e for atoms 1 to 4: -0.01, -0.10, -0.30, -0.39


No. 2
The molecule C23H34N2O3, computed with the ωB97M-V functional and the def2-TZVPD basis.

Values from the calculation:
Relative energy (zero: lowest compared OMol25 entry of this formula, charge and spin) (kcal/mol): 107.6
Kohn-Sham gap (eV): 9.614
HOMO (Ha): -0.33126
E_tot (eV): -33522.5379
SMILES: CC[C@]1(C)C[C@H](C(=O)N2CC3(C[C@H](C(=O)N4[C@H]5CC=C[C@H]4CCC5)CO3)C2)C1

```
! RIJCOSX wB97M-V def2-TZVPD def2/J DEFGRID3
* xyz 0 1
O 2.56 -1.74 1.89
O -0.65 -0.10 2.79
O 2.43 -0.33 -3.18
N 2.07 -0.36 -0.96
N -2.07 -1.85 2.94
C 2.97 2.68 -2.23
C 0.57 -2.42 0.94
C 1.76 1.72 -2.13
C 0.30 -2.28 2.45
C -3.21 -2.70 0.97
C -4.11 -2.84 4.34
C 1.79 -1.53 0.74
C -3.55 -3.62 3.41
C 2.91 4.23 -4.34
C 2.55 -1.69 -0.59
C -0.84 -1.30 2.72
C -3.27 -1.01 3.03
C 2.14 3.60 -3.17
C 1.38 4.66 -2.39
C 1.64 -1.75 2.99
C -2.58 -3.08 2.36
C 2.10 0.26 -2.16
C 2.72 3.57 -5.70
C -3.10 -1.18 0.61
C -3.96 -1.33 4.37
C 1.49 -0.06 0.35
C -3.41 -0.16 1.75
C 1.23 2.36 -3.43
H 0.85 4.24 -1.54
H 3.10 2.55 -5.71
H -0.27 -2.12 0.31
H -4.94 -0.85 4.41
H 1.13 1.97 -1.28
H 3.78 2.20 -2.78
H 2.06 5.43 -2.02
H 2.07 -2.38 3.76
H -1.79 -3.82 2.21
H -4.00 -1.68 2.56
H 0.65 5.15 -3.04
H 2.62 5.28 -4.43
H 0.43 0.23 0.33
H 0.07 -3.24 2.89
H -3.77 -0.99 -0.23
H -2.71 -3.26 0.18
H 2.21 -2.49 -1.24
H 3.64 -1.72 -0.47
H -3.41 -1.01 5.26
H 2.06 0.66 0.93
H 0.16 2.54 -3.51
H 1.51 -0.74 3.38
H 3.98 4.25 -4.09
H 1.66 3.53 -5.97
H -4.42 0.25 1.69
H -2.09 -0.99 0.24
H 1.57 1.77 -4.28
H 3.36 3.12 -1.30
H -3.73 -4.69 3.42
H -2.72 0.68 1.68
H -4.26 -3.02 0.94
H -4.73 -3.29 5.11
H 3.25 4.13 -6.47
H 0.83 -3.45 0.69
*
```

Atom charges from the Löwdin analysis, given in e for atoms 1 to 4: -0.05, 0.08, 0.07, -0.01


No. 3
A structure of composition C3H5Br2Cl, computed with the ωB97M-V functional and the def2-TZVPD basis.

Values from the calculation:
Relative energy (zero: lowest compared OMol25 entry of this formula, charge and spin) (kcal/mol): 26.8
Kohn-Sham gap (eV): 10.463
HOMO (Ha): -0.37152
E_tot (eV): -155798.3517

```
! RIJCOSX wB97M-V def2-TZVPD def2/J DEFGRID3
* xyz 0 1
Br 2.31 -0.86 -0.06
Br 0.65 -1.14 2.54
Cl -0.24 -2.53 0.04
C 0.46 -1.06 0.64
C -0.45 0.32 0.34
C -0.31 0.93 -1.03
H 0.72 1.41 -1.12
H -0.16 1.07 0.98
H -1.35 0.11 0.78
H -1.03 1.58 -1.28
H -0.60 0.17 -1.84
*
```

Atom charges from the Löwdin analysis, given in e for atoms 1 to 4: 0.58, 0.64, 0.56, -1.63


No. 4
The molecule C5H5ClO2, computed with the ωB97M-V functional and the def2-TZVPD basis.

Values from the calculation:
Relative energy (zero: lowest compared OMol25 entry of this formula, charge and spin) (kcal/mol): 0.0
Kohn-Sham gap (eV): 10.101
HOMO (Ha): -0.36823
E_tot (eV): -21883.0485
SMILES: O=C1C=C(Cl)CCO1

```
! RIJCOSX wB97M-V def2-TZVPD def2/J DEFGRID3
* xyz 0 1
Cl 2.50 -0.44 0.01
O -2.41 -1.50 -0.10
O -1.87 0.66 -0.15
C -0.14 -0.97 0.13
C 0.46 1.41 -0.27
C -1.55 -0.66 0.00
C 0.86 -0.04 -0.02
C -0.94 1.63 0.32
H 0.07 -1.99 0.42
H -0.94 1.47 1.41
H 1.13 2.12 0.17
H 0.46 1.66 -1.33
H -1.28 2.64 0.15
*
```

Atom charges from the Löwdin analysis, given in e for atoms 1 to 4: 0.74, 0.12, 0.01, -0.01


No. 5
A structure of composition C9H21Cl2LuO6P2, computed with the ωB97M-V functional and the def2-TZVPD basis.

Values from the calculation:
Kohn-Sham gap (eV): 5.965
HOMO (Ha): -0.59738
E_tot (eV): -99179.8088

```
! RIJCOSX wB97M-V def2-TZVPD def2/J DEFGRID3
* xyz 2 1
Lu 0.24 0.16 0.52
Cl -1.40 -0.68 2.73
Cl 1.78 1.95 1.08
P 1.55 -2.26 0.21
P -1.77 2.05 -0.16
O -0.24 0.30 2.69
O -2.46 -1.56 -1.20
O -2.59 0.07 2.42
O -1.08 -1.62 1.57
O -1.46 -1.37 3.97
O 0.29 -0.29 -2.69
C 2.33 1.26 -2.81
C -3.52 1.77 -0.48
C -1.32 3.42 -1.27
C -1.65 -0.99 -0.60
C 3.05 -2.29 -0.80
C 0.83 -3.92 0.01
C 2.23 -2.43 1.90
C -1.91 2.96 1.42
C 1.26 0.38 -2.55
H 2.58 1.33 -3.89
H 2.83 -3.35 1.92
H 1.41 -2.48 2.63
H 2.76 -2.19 -1.86
H 3.61 -3.22 -0.62
H 2.02 2.27 -2.42
H 0.35 -3.96 -0.98
H 3.22 0.90 -2.24
H 1.61 -4.70 0.10
H 0.06 -4.09 0.78
H -1.49 3.08 -2.30
H -2.59 3.80 1.27
H -0.26 3.66 -1.12
H -4.08 2.72 -0.47
H 2.85 -1.55 2.14
H -2.30 2.27 2.18
H -3.95 1.11 0.29
H -3.62 1.28 -1.46
H -0.91 3.30 1.71
H 3.66 -1.41 -0.57
H -1.93 4.30 -1.05
*
```

Atom charges from the Löwdin analysis, given in e for atoms 1 to 4: 0.98, 0.77, -0.06, 0.70


No. 6
A cluster of 19 separate species, H39O19 in total, computed with the ωB97M-V functional and the def2-TZVPD basis.

Values from the calculation:
Relative energy (zero: lowest compared OMol25 entry of this formula, charge and spin) (kcal/mol): 97.8
Kohn-Sham gap (eV): 10.082
HOMO (Ha): -0.48163
E_tot (eV): -39526.7794

```
! RIJCOSX wB97M-V def2-TZVPD def2/J DEFGRID3
* xyz 1 1
O 1.03 2.89 -0.66
O 5.18 1.29 -0.32
O -2.36 -2.15 2.67
O 1.49 -1.16 -4.00
O -1.00 1.37 -2.48
O -3.87 -2.03 -0.59
O -2.24 2.16 0.34
O -1.73 -1.02 0.27
O 2.50 -1.40 -0.60
O 3.02 3.70 2.22
O 2.19 1.40 3.12
O 3.53 -2.26 3.13
O -0.44 -3.82 1.69
O -1.02 1.53 2.82
O -2.91 -1.47 -2.44
O 0.60 3.57 1.88
O 2.04 1.84 -3.55
O -0.57 -2.74 -2.07
O -4.96 0.78 0.20
H 3.17 2.79 2.61
H 0.46 3.32 0.89
H -1.33 0.47 -2.36
H -4.78 -1.88 -0.24
H 4.60 1.15 -1.08
H -4.68 1.56 0.63
H -1.38 -2.98 -2.66
H 1.39 1.96 -0.51
H 3.42 -2.30 2.11
H -2.09 -2.89 3.12
H 0.48 2.63 -1.45
H -0.59 -4.53 2.29
H 1.47 -1.53 -0.56
H 2.13 -1.84 -4.01
H -4.12 -2.12 -1.58
H -2.72 -0.67 -1.94
H 2.47 0.60 3.52
H 1.96 4.06 2.14
H 1.56 1.55 -4.38
H -0.02 -3.40 -2.40
H -1.98 -1.54 -2.87
H -2.72 -1.47 0.12
H -2.21 -1.89 1.79
H -1.05 1.53 -3.44
H -0.79 0.53 2.88
H 3.03 3.57 1.22
H 0.28 2.80 2.34
H -2.33 3.07 -0.02
H -4.48 0.11 0.70
H -1.10 -1.58 -0.16
H -1.69 1.63 2.14
H 2.64 -2.24 -1.01
H -0.96 -4.07 0.92
H -2.39 1.58 -0.41
H 1.28 1.33 3.40
H 1.99 -0.61 -3.44
H 5.14 0.40 0.08
H 2.75 -2.77 3.43
H 2.72 1.18 -3.45
*
```

Atom charges from the Löwdin analysis, given in e for atoms 1 to 4: -0.08, -0.06, -0.02, -0.01


No. 7
A structure of composition C6H39B6FeNO2Zn, computed with the ωB97M-V functional and the def2-TZVPD basis.

Values from the calculation:
Kohn-Sham gap (alpha / beta) (eV): 4.827 / 4.802
<S²>: 6.00
HOMO (alpha / beta) (Ha): -0.13133 / -0.13050
E_tot (eV): -99277.8304

```
! RIJCOSX wB97M-V def2-TZVPD def2/J DEFGRID3
* xyz -2 5
Zn -1.11 -0.49 1.01
Fe 2.89 3.52 -0.93
O 0.53 -3.86 -1.71
O -3.02 -2.04 1.77
N -1.40 -3.46 0.01
C -2.08 -4.20 1.09
C -4.12 -1.25 2.21
C -0.70 -3.70 -2.34
C 1.68 -3.60 -2.46
C -1.87 -3.73 -1.35
C -3.39 -3.40 1.40
B 1.21 0.58 -0.99
B -3.00 2.14 -0.24
B 0.29 5.39 -2.05
B 0.71 -0.40 3.67
B 2.67 4.04 2.61
B 5.84 3.41 -1.95
H -0.67 -2.76 -2.90
H 0.18 -1.29 3.36
H -4.14 -3.31 0.62
H 5.16 3.70 -2.74
H 1.65 3.81 2.37
H 0.22 4.48 -2.64
H 3.30 3.17 2.44
H -4.02 -3.91 2.13
H 1.84 -4.46 -3.11
H 2.60 -3.62 -1.86
H 6.84 3.27 -2.32
H 0.93 1.44 -0.41
H 1.73 -2.63 -2.96
H -2.33 -5.25 0.91
H 1.28 5.73 -1.80
H -0.12 5.18 -1.07
H 0.35 0.02 -1.32
H 0.66 -0.30 4.74
H -0.26 6.15 -2.57
H -4.98 -1.45 1.56
H -3.96 2.58 -0.02
H -0.51 -3.87 -0.22
H 3.04 4.82 1.97
H 5.43 2.53 -1.49
H -4.31 -1.53 3.24
H 5.76 4.14 -1.16
H 1.73 -0.38 3.33
H 2.81 4.37 3.63
H -3.97 -0.18 2.29
H -2.29 2.26 0.56
H 1.94 0.84 -1.74
H -0.88 -4.47 -3.09
H -2.71 -3.07 -1.56
H -2.61 2.62 -1.12
H 0.13 0.42 3.27
H -2.21 -4.77 -1.27
H -1.49 -4.25 2.00
H 1.79 -0.06 -0.34
H -3.04 1.08 -0.47
*
```

Atom charges from the Löwdin analysis, given in e for atoms 1 to 4: 1.19, 1.33, -0.20, -0.28


No. 8
A cluster of 2 separate species, C9H15N2O5P in total, computed with the ωB97M-V functional and the def2-TZVPD basis.

Values from the calculation:
Kohn-Sham gap (eV): 9.390
HOMO (Ha): -0.36607
E_tot (eV): -32076.8009
SMILES: O=C=N[C@H]1CNC(=O)[C@@H]1[PH2]=O.CCOC(C)=O

```
! RIJCOSX wB97M-V def2-TZVPD def2/J DEFGRID3
* xyz 0 1
P 4.51 0.43 1.65
O 2.91 -3.16 3.32
O -0.22 -0.03 -1.66
O 4.52 1.50 0.47
O 2.43 2.65 3.35
O -2.43 -0.19 -1.34
N 0.46 1.52 2.26
N 1.33 -1.99 1.46
C 1.79 -0.56 1.28
C -3.79 0.15 -1.67
C -1.35 0.13 -2.09
C 0.34 0.27 1.41
C 2.25 -2.72 2.21
C 1.94 1.57 2.72
C -1.57 0.60 -3.50
C -4.40 -0.90 -2.58
C 2.76 0.15 2.40
H -4.34 0.17 -0.73
H -1.54 -0.26 -4.18
H -0.02 1.18 3.14
H -0.02 0.37 0.29
H -0.29 -0.52 2.05
H -0.77 1.30 -3.77
H 5.13 -0.82 1.25
H -4.33 -1.89 -2.12
H 2.86 -0.31 3.47
H -3.85 1.16 -2.09
H -3.87 -0.96 -3.53
H -2.50 1.15 -3.65
H -5.45 -0.67 -2.78
H 5.33 0.97 2.74
H 2.20 -0.28 0.22
*
```

Atom charges from the Löwdin analysis, given in e for atoms 1 to 4: 0.76, -0.03, 0.06, -0.51


No. 9
The molecule C30H38NO7P, computed with the ωB97M-V functional and the def2-TZVPD basis.

Values from the calculation:
Kohn-Sham gap (eV): 9.450
HOMO (Ha): -0.33187
E_tot (eV): -56838.2295
SMILES: C#C[C@]1(CCCP(=O)(OCC)OCC)C(=O)N[C@](CCC(=O)O)(c2ccccc2)[C@]1(O)Cc1cccc(C)c1

```
! RIJCOSX wB97M-V def2-TZVPD def2/J DEFGRID3
* xyz 0 1
P -3.44 0.03 -3.10
O 6.12 -2.22 1.61
O 6.27 -1.45 3.71
O 1.90 -2.92 -0.57
O -3.49 0.90 -4.28
O -1.22 -3.23 1.34
O -3.67 0.91 -1.77
O -4.48 -1.18 -3.18
N 1.01 -2.74 1.76
C -0.05 -1.72 -0.21
C 2.16 3.10 -0.92
C -0.61 -2.49 -1.43
C 2.60 0.73 -0.83
C 3.36 -2.02 1.47
C 4.12 -1.34 2.60
C -4.39 2.13 -1.93
C 1.26 -0.78 3.63
C -1.58 0.34 0.46
C 0.90 0.18 4.53
C 1.28 4.25 -1.37
C -5.84 -0.89 -2.81
C -6.07 -0.93 -1.29
C 1.21 0.85 1.91
C 4.06 2.30 0.26
C -0.19 -2.68 1.05
C 1.48 -1.56 -0.17
C 0.69 1.50 4.15
C -4.76 2.67 -0.55
C 0.84 1.82 2.82
C 2.16 -0.66 -1.23
C 3.27 3.36 -0.13
C 3.73 1.01 -0.08
C -1.96 -2.02 -1.96
C 1.88 -1.59 1.33
C -1.85 -0.79 -2.88
C 1.83 1.80 -1.26
C 1.44 -0.46 2.28
C -0.87 -0.56 0.11
C 5.58 -1.74 2.56
H 1.43 -0.53 -2.03
H 1.45 -3.64 1.77
H 1.02 4.85 -0.49
H 0.41 2.26 4.86
H -0.63 -3.56 -1.26
H 0.10 -2.35 -2.25
H -1.19 -0.05 -2.43
H -6.43 -1.68 -3.26
H -4.16 3.54 -0.28
H -5.81 2.98 -0.51
H 1.77 4.85 -2.12
H 1.96 -2.95 -1.53
H -3.81 2.87 -2.47
H 3.01 -1.16 -1.70
H -6.57 -0.01 -0.99
H 0.34 3.85 -1.73
H -1.46 -1.04 -3.86
H -2.71 -1.90 -1.19
H 0.69 2.83 2.47
H 4.10 -0.25 2.51
H 1.43 -1.78 3.99
H -4.60 1.92 0.21
H -5.11 -0.96 -0.78
H -6.71 -1.76 -0.99
H -6.17 0.04 -3.25
H 0.76 -0.06 5.58
H 1.30 1.14 0.88
H -2.34 -2.82 -2.60
H 3.91 -1.81 0.56
H 0.96 1.60 -1.86
H 3.45 -3.09 1.62
H 4.38 0.22 0.25
H 4.94 2.47 0.86
H 3.74 -1.59 3.59
H -2.18 1.18 0.67
H -5.31 2.01 -2.50
H 5.87 -1.94 4.44
H 3.51 4.37 0.15
*
```

Atom charges from the Löwdin analysis, given in e for atoms 1 to 4: 0.49, 0.14, 0.08, -0.02


No. 10
A structure of composition C42H32AsClIrN5O3S, computed with the ωB97M-V functional and the def2-TZVPD basis.

Values from the calculation:
Relative energy (zero: lowest compared OMol25 entry of this formula, charge and spin) (kcal/mol): 1.4
Kohn-Sham gap (alpha / beta) (eV): 5.625 / 6.044
<S²>: 8.85
HOMO (alpha / beta) (Ha): -0.30253 / -0.37579
E_tot (eV): -144692.9956

```
! RIJCOSX wB97M-V def2-TZVPD def2/J DEFGRID3
* xyz 1 6
Ir 1.22 -0.80 -1.55
As 0.35 2.49 0.23
Cl 2.19 -5.88 3.76
S 2.93 0.00 -2.63
O -1.41 -0.73 -0.54
O 2.32 -1.12 0.27
O 0.69 1.32 -0.93
N 2.13 0.69 1.81
N -0.01 -0.53 1.57
N 0.52 -2.69 -1.51
N 4.02 0.35 0.55
N -0.02 -0.68 -3.11
C 3.10 -3.45 3.02
C -0.72 -1.50 2.09
C 1.50 -4.50 1.56
C 0.66 -3.55 -0.47
C -0.82 2.35 2.86
C -2.03 -1.70 0.01
C -2.30 2.62 -0.70
C 2.77 0.04 0.94
C -0.30 0.41 -3.79
C -0.03 0.83 4.62
C 2.39 4.11 -0.87
C -3.36 -3.92 1.22
C 1.50 -3.40 0.65
C -3.49 3.24 -1.07
C -3.08 -2.40 -0.66
C 1.81 3.72 0.33
C -0.98 -4.17 -2.82
C -1.24 0.40 -4.83
C -0.66 -1.86 -3.39
C -1.90 -4.27 -3.88
C -1.33 4.79 -0.21
C -2.22 -3.20 -4.67
C 0.81 0.20 3.76
C 2.26 -4.51 2.70
C -2.38 -3.27 1.91
C -0.91 1.85 4.18
C 3.36 5.06 1.56
C -1.59 -1.95 -4.43
C 3.46 4.99 -0.85
C 3.94 5.47 0.36
C -0.36 -2.97 -2.54
C -1.87 -0.77 -5.15
C 2.32 -2.32 1.05
C 0.79 0.50 2.29
C -1.23 3.40 -0.27
C -1.70 -2.17 1.34
C 3.11 -2.35 2.17
C 0.04 1.77 1.98
C -3.70 -3.46 -0.08
C -2.53 5.40 -0.58
C -3.60 4.63 -1.00
C 2.29 4.18 1.54
H -2.20 1.54 -0.77
H -0.49 5.39 0.11
H -1.60 2.31 4.88
H -2.10 -3.59 2.91
H -4.52 5.11 -1.29
H -0.33 -0.30 0.60
H 4.38 -0.09 -0.29
H 2.02 3.72 -1.81
H -1.44 1.32 -5.37
H 0.04 -4.43 -0.48
H -1.42 3.20 2.57
H -3.87 -4.77 1.65
H -4.48 -3.98 -0.62
H 3.76 -1.51 2.41
H -2.58 -0.81 -5.96
H 4.78 6.15 0.37
H -4.33 2.65 -1.40
H 0.23 1.30 -3.49
H 3.75 5.43 2.50
H -2.36 -5.23 -4.07
H 3.92 5.30 -1.78
H 4.36 1.27 0.78
H 0.87 -5.35 1.34
H -0.02 0.56 5.67
H 3.72 -3.48 3.90
H -2.94 -3.29 -5.47
H -0.55 -1.77 3.12
H 1.51 -0.56 4.10
H -2.61 6.47 -0.54
H -3.35 -2.06 -1.65
H -0.77 -5.05 -2.23
H 1.85 3.85 2.48
*
```

Atom charges from the Löwdin analysis, given in e for atoms 1 to 4: 1.12, 1.24, 0.69, 0.23


- What is the E_tot in the sixth record?
  -39526.7794 eV